# 1
# CHCl2F

One molecule with the formula CHCl2F at a distorted geometry (wB97M-V/def2-TZVPD, the Open Molecules 2025 dataset).

Output
SMILES   FC(Cl)Cl
Frontier orbital gap   11.850 eV
Largest force on an atom   5.7 eV/A
ΔE to the lowest compared entry with this formula, charge and spin   1.1511 eV
LUMO   0.71 eV

Last columns: bonded neighbours and bond lengths (Å).
Atoms and positions in Å:
1 F -0.05791 1.41046 -0.36532  C2 1.452
2 C 0.00703 0.00401 -0.00952  F1 1.452, Cl3 1.775, Cl4 1.611, H5 1.074
3 Cl 1.64812 -0.59538 -0.32297  C2 1.775
4 Cl -1.40290 -0.70162 -0.34011  C2 1.611
5 H -0.19435 -0.11747 1.03792  C2 1.074

***

# 2
# CHCl2FS

One molecule with the formula CHCl2FS at a distorted geometry (wB97M-V/def2-TZVPD, the Open Molecules 2025 dataset).

Output
SMILES   FC(S)(Cl)Cl
Frontier orbital gap   10.252 eV
Largest force on an atom   2.1 eV/A
ΔE to the lowest compared entry with this formula, charge and spin   0.1895 eV
LUMO   0.15 eV

Last columns: bonded neighbours and bond lengths (Å).
Atoms and positions in Å:
1 F 1.67147 -0.15935 1.49427  C2 1.346
2 C 1.95778 0.02450 0.19156  F1 1.346, S3 1.879, Cl4 1.799, Cl5 1.839
3 S 0.41570 0.79958 -0.55140  C2 1.879, H6 1.439
4 Cl 2.06259 -1.65579 -0.44272  C2 1.799
5 Cl 3.47706 1.02704 -0.06822  C2 1.839
6 H -0.47717 -0.25680 -0.15288  S3 1.439

***

# 3
# CHCl2FS

A 2-piece molecular cluster, CHCl2FS overall at a distorted geometry (wB97M-V/def2-TZVPD, the Open Molecules 2025 dataset).

Output
SMILES   S=C(Cl)Cl.F
Frontier orbital gap   8.438 eV
Largest force on an atom   2.8 eV/A
ΔE to the lowest compared entry with this formula, charge and spin   0.3277 eV
LUMO   -0.98 eV

Last columns: bonded neighbours and bond lengths (Å).
Atoms and positions in Å:
1 S -0.90548 -0.54256 2.36474  C2 1.648
2 C 0.00345 -0.59509 0.99148  S1 1.648, Cl3 1.653, Cl4 1.717
3 Cl 1.28477 0.44650 0.91874  C2 1.653
4 Cl -0.12259 -1.67809 -0.33538  C2 1.717
5 F -0.06427 0.79689 -2.22678  H6 0.940
6 H -0.19587 1.57236 -1.71280  F5 0.940

***

Question: What is the LUMO in the second record?
Answer: 0.15 eV